67
Properties=species:S:1:pos:R:3:nbo_charge:R:1 method="wB97M-V/def2-TZVPD" lumo_energy_ev="-6.349 / -7.569" total_charge=+2 spin_multiplicity=2 s2=0.771 gap_ev="7.1 / 6.0" homo_energy_ev="-13.44 / -13.53"
C -0.259 1.496 4.164 -0.25
H -2.088 -1.062 -5.093 0.43
H -4.999 0.999 -0.131 0.26
O -3.157 3.197 -0.268 -0.45
C 1.636 1.023 -5.261 -0.10
C -4.933 1.974 -3.235 -0.16
O -1.434 2.495 -4.177 -0.50
H 2.184 3.501 -0.405 0.23
H -1.482 4.365 -3.258 0.19
C -2.707 0.531 -4.020 0.11
H 1.559 0.607 -6.259 0.23
Ir -0.045 0.937 -0.043 1.18
C 2.375 0.941 1.617 0.09
H -2.510 3.952 4.804 0.24
H -5.798 2.549 -2.934 0.24
C 2.772 2.331 -3.642 -0.13
H -3.343 -2.976 -0.255 0.26
C -0.445 1.425 2.761 0.25
C -4.169 0.309 -0.176 -0.18
C 3.618 1.103 2.183 -0.19
C 0.697 1.230 -3.010 0.41
C -4.347 -1.071 -0.196 -0.12
H 3.954 0.398 2.931 0.27
C 1.378 -0.054 2.151 0.65
C -3.925 -0.110 -3.823 -0.21
H 3.615 2.945 -3.352 0.23
H 3.454 2.069 -5.675 0.24
C -3.728 2.625 -3.433 -0.28
O 1.607 -1.119 2.627 -0.44
C -3.239 -1.900 -0.246 -0.22
N -1.253 2.288 0.733 -0.49
H -2.143 4.306 -4.919 0.20
C -2.604 1.921 -3.858 0.30
H -0.389 4.153 -4.645 0.22
H -4.000 -1.175 -4.014 0.22
H -3.670 3.693 -3.291 0.24
H -0.060 -0.820 -5.612 0.22
C 2.609 2.818 0.316 0.08
H 5.358 2.370 2.229 0.26
H -2.765 3.930 2.348 0.25
C -2.883 0.794 -0.181 0.09
C -1.299 2.361 2.101 0.17
C -1.374 3.922 -4.249 -0.26
N 1.880 1.752 0.652 -0.47
C 2.694 1.834 -4.944 -0.25
N -1.809 -0.021 -0.210 -0.38
C -2.091 3.248 2.848 -0.25
H -0.886 2.475 5.936 0.25
C 1.809 2.017 -2.710 -0.27
H 0.417 0.811 4.658 0.24
C -1.971 -1.342 -0.258 0.08
O -0.193 0.882 -2.084 -0.78
C -0.997 2.404 4.863 -0.16
C -1.931 3.261 4.208 -0.12
H -5.994 0.103 -3.325 0.24
H -5.342 -1.493 -0.171 0.25
H 4.387 3.970 0.577 0.26
C -5.043 0.604 -3.440 -0.24
H 1.894 2.366 -1.699 0.19
N 0.087 0.518 1.921 -0.52
C 0.603 0.743 -4.339 -0.23
C -0.407 -0.121 -4.855 0.28
H -1.075 -1.947 -0.275 0.23
N -1.684 -0.265 -4.614 -0.46
C -2.507 2.246 0.021 0.67
C 3.852 3.080 0.874 -0.22
C 4.382 2.197 1.796 -0.11